Entry 1:
ORCA calculation (wB97M-V/def2-TZVPD) on C17H26N2S as an isolated structure at a distorted geometry.

Summary:
Gap between HOMO and LUMO (eV): 7.888
Lowest unoccupied orbital energy (eV): 0.6
Energy above the lowest of the compared OMol25 structures with the same formula, charge and spin (eV): 15.430
Maximum force (eV/A): 15.45
Energy (Eh): -1170.5571
Highest occupied orbital energy (eV): -7.25

Each line ends with the Löwdin charge.
Cartesian coordinates (Å):
C1 -0.77748 3.55902 1.24051  -0.044
H1 -1.12452 2.45859 0.97223  0.118
H2 -1.66678 4.08351 1.02444  0.052
H3 -0.43034 3.67915 2.15458  0.015
C2 0.02705 4.17269 0.05960  -0.078
N1 1.41190 3.37211 0.22409  -0.058
C3 1.41241 2.06266 -0.03648  -0.263
C4 2.50046 1.18090 -0.08596  -0.075
C5 2.51980 -0.10613 -0.48544  -0.032
C6 1.36920 -0.72954 -1.10250  -0.370
C7 0.56690 0.13787 -1.44637  -0.141
C8 0.46468 1.55926 -1.09648  0.018
H4 -0.66591 2.14489 -1.30663  0.157
H5 -0.37958 -0.26317 -2.00404  0.147
C9 1.42638 -2.03387 -1.68498  -0.834
N2 0.40925 -2.82735 -1.42359  0.017
H6 0.37306 -3.78587 -1.85791  0.156
C10 -0.82371 -2.68506 -0.65343  -0.345
C11 -0.84608 -3.92513 0.19078  -0.114
C12 -2.24063 -4.13436 0.82349  -0.085
C13 -3.18119 -2.76913 0.58919  -0.250
C14 -3.12821 -2.33513 -0.66611  -0.260
C15 -1.95386 -2.79657 -1.61597  -0.127
H7 -1.84617 -2.08432 -2.32156  0.056
H8 -2.10577 -3.73100 -2.31036  0.168
H9 -3.44694 -1.36301 -0.84067  0.078
H10 -4.35682 -2.76675 -1.18040  0.203
H11 -4.03809 -3.08966 0.98557  0.059
H12 -2.65729 -2.02112 1.39466  0.170
H13 -2.79447 -4.90489 0.14501  0.142
H14 -2.26042 -4.54216 1.65251  0.001
H15 -0.47728 -4.65541 -0.18870  0.009
H16 -0.26209 -3.56249 1.17300  0.177
H17 -0.86307 -1.67173 -0.22944  0.157
S1 2.82809 -2.66217 -2.17239  0.674
H18 3.52031 -0.92375 -0.22978  0.175
H19 3.30743 1.49640 0.43036  0.062
C16 2.71846 3.82318 0.97082  -0.305
C17 2.73960 3.74053 2.25908  -0.184
H20 3.81611 4.17190 2.69065  0.154
H21 2.56268 2.59058 2.68780  0.157
H22 2.06489 4.31362 2.95451  0.091
H23 2.62491 5.06962 0.55811  0.204
H24 3.41598 3.55806 0.36279  0.046
H25 -0.14509 4.18018 -0.93111  0.072
H26 0.39226 5.01504 0.32650  0.031


Entry 2:
ORCA calculation (wB97M-V/def2-TZVPD) on a 4-piece molecular cluster, C17H27B3BrFO12 overall at a distorted geometry.

Summary:
Gap between HOMO and LUMO (eV): 10.320
Lowest unoccupied orbital energy (eV): 0.2
Structure (SMILES): C=CB1OB(Br)OB(C[C@H](C)F)O1.C[C@@H]1COC(=O)O1.C[C@@H]1COC(=O)O1.C[C@@H]1COC(=O)O1
Maximum force (eV/A): 1.07
Energy (Eh): -4315.6532
Highest occupied orbital energy (eV): -10.08

Each line ends with the Löwdin charge.
Cartesian coordinates (Å):
C1 5.58700 3.25287 -0.64088  0.020
C2 5.04537 2.49301 0.29857  -0.015
B1 4.14015 1.27096 0.00485  -0.495
O1 4.61031 0.07814 -0.53607  0.241
B2 3.66191 -0.64500 -1.21300  -1.063
Br1 3.89852 -2.53166 -1.45101  0.825
O2 2.53466 -0.00002 -1.64335  0.240
B3 1.92192 0.66180 -0.56460  -0.506
C3 0.38379 0.58534 -0.30965  -0.003
C4 -0.37766 1.79542 -0.87002  -0.363
C5 -1.79978 1.92427 -0.33041  -0.037
F1 -0.44025 1.62483 -2.26117  -0.027
O3 2.77515 1.34304 0.28496  0.300
H1 6.11875 4.15831 -0.37175  0.068
H2 5.54920 3.01519 -1.69757  0.066
H3 5.20647 2.77205 1.33817  0.100
H4 -0.00185 -0.30804 -0.80718  0.131
H5 0.20303 0.54486 0.76647  0.122
H6 0.17639 2.71529 -0.66206  0.143
H7 -2.06003 2.96099 -0.13358  0.069
H8 -1.89279 1.39153 0.61778  0.080
H9 -2.51583 1.49310 -1.02745  0.085
C6 -6.52675 -0.98481 -0.13899  -0.023
C7 -6.04320 0.11119 0.77548  -0.316
C8 -7.08700 1.14110 1.15594  -0.090
O4 -6.29951 2.32047 1.36038  0.065
C9 -5.17363 2.20281 0.61630  -0.559
O5 -4.40130 3.08243 0.41524  0.156
O6 -5.05519 0.94528 0.13555  0.077
H10 -7.46048 -1.40411 0.22927  0.088
H11 -6.67737 -0.59553 -1.14699  0.098
H12 -5.79954 -1.78835 -0.20575  0.078
H13 -5.57971 -0.31252 1.67160  0.154
H14 -7.63080 0.89438 2.06381  0.137
H15 -7.79439 1.32753 0.34435  0.140
C10 -5.66082 -3.26487 5.09446  -0.020
C11 -5.95374 -4.19020 3.93968  -0.324
C12 -4.73593 -4.67214 3.17616  -0.091
O7 -5.25634 -4.86251 1.85549  0.070
C13 -6.32308 -4.04572 1.70534  -0.561
O8 -6.86160 -3.81335 0.67287  0.152
O9 -6.68274 -3.51222 2.89729  0.078
H16 -4.86578 -3.67542 5.71730  0.092
H17 -5.35646 -2.28496 4.72616  0.090
H18 -6.54324 -3.12509 5.71687  0.086
H19 -6.56268 -5.03647 4.26745  0.158
H20 -4.32535 -5.60470 3.55314  0.139
H21 -3.94845 -3.91529 3.13643  0.140
C14 7.60668 -0.22913 -3.50029  -0.013
C15 8.13648 1.18415 -3.50182  -0.325
C16 9.59750 1.32412 -3.87886  -0.095
O10 9.99325 2.48729 -3.14531  0.064
C17 9.17832 2.59822 -2.06705  -0.564
O11 9.35345 3.34247 -1.16028  0.167
O12 8.13779 1.73792 -2.17400  0.069
H22 7.88999 -0.74227 -4.41989  0.091
H23 8.00095 -0.77836 -2.64546  0.098
H24 6.52015 -0.23965 -3.42534  0.080
H25 7.51268 1.82858 -4.12771  0.158
H26 9.75997 1.47978 -4.94207  0.137
H27 10.19341 0.47370 -3.53788  0.139


Entry 3:
ORCA calculation (wB97M-V/def2-TZVPD) on a single C17H27ClN2O3S molecule.

Summary:
Gap between HOMO and LUMO (eV): 9.138
Lowest unoccupied orbital energy (eV): 0.4
Structure (SMILES): COc1cc(C)c(Cl)cc1S(=O)(=O)NC1CC(C)(C)NC(C)(C)C1
Energy above the lowest of the compared OMol25 structures with the same formula, charge and spin (eV): 0.057
Maximum force (eV/A): 0.91
Energy (Eh): -1857.5958
Highest occupied orbital energy (eV): -8.73

Each line ends with the Löwdin charge.
Cartesian coordinates (Å):
C1 4.22085 -0.79313 1.56080  -0.057
H1 4.05907 -1.84598 1.30811  0.099
H2 4.22290 -0.67774 2.64318  0.099
H3 5.18209 -0.46086 1.16094  0.103
O1 3.16215 0.01775 1.09544  -0.109
C2 3.00196 0.17591 -0.24255  -0.258
C3 2.06659 1.12547 -0.64753  -0.202
C4 1.80961 1.34016 -1.98297  -0.074
C5 2.48088 0.59727 -2.93965  -0.608
C6 3.42834 -0.35644 -2.57125  -0.280
C7 3.67581 -0.55373 -1.21837  0.036
H4 4.40979 -1.29257 -0.93722  0.112
C8 4.15921 -1.14448 -3.60972  -0.068
H5 3.45230 -1.69034 -4.23268  0.080
H6 4.71663 -0.47435 -4.26244  0.082
H7 4.84891 -1.84879 -3.15380  0.078
Cl1 2.14014 0.87070 -4.60917  0.716
H8 1.08589 2.09311 -2.25201  0.117
S1 1.25171 2.17284 0.57426  0.661
O2 0.20765 2.88306 -0.10400  -0.282
O3 2.27815 2.92556 1.22736  -0.266
N1 0.59095 1.18931 1.72465  -0.075
H9 1.33611 0.69176 2.18327  0.100
C9 -0.62787 0.42776 1.47851  -0.322
C10 -0.63353 -0.23891 0.10451  -0.095
H10 0.20987 -0.92755 0.01118  0.131
H11 -0.51780 0.54985 -0.64074  0.104
C11 -1.95434 -0.99011 -0.17445  -0.553
N2 -3.12439 -0.16874 0.10768  0.053
H12 -3.26962 0.44932 -0.68290  0.112
C12 -3.16386 0.64361 1.32115  -0.554
C13 -1.82775 1.36565 1.59380  -0.089
H13 -1.84252 1.81112 2.58877  0.132
H14 -1.68603 2.16775 0.86891  0.105
C14 -4.25228 1.70115 1.10094  -0.040
H15 -4.00215 2.34116 0.25737  0.083
H16 -4.35607 2.32816 1.98219  0.085
H17 -5.20383 1.21504 0.90017  0.086
C15 -3.58293 -0.21200 2.52421  -0.033
H18 -3.92234 0.43106 3.33223  0.082
H19 -4.39827 -0.86805 2.23321  0.088
H20 -2.76786 -0.81917 2.90111  0.059
C16 -2.00672 -1.33509 -1.66843  -0.036
H21 -1.16733 -1.96884 -1.94373  0.084
H22 -1.96351 -0.43254 -2.27483  0.083
H23 -2.93211 -1.85948 -1.89240  0.086
C17 -2.01590 -2.30758 0.60931  -0.030
H24 -1.31959 -3.02505 0.18134  0.082
H25 -3.02072 -2.71481 0.54639  0.089
H26 -1.76331 -2.17540 1.65491  0.059
H27 -0.67494 -0.33281 2.26497  0.143


Entry 4:
ORCA calculation (wB97M-V/def2-TZVPD) on C17H27CsF4MgN3NaO14PS as an isolated structure at a distorted geometry.

Summary:
Gap between HOMO and LUMO (eV): 2.905
Lowest unoccupied orbital energy (eV): -1.6
Total charge: -1
Maximum force (eV/A): 16.22
Energy (Eh): -3402.3965
Highest occupied orbital energy (eV): -4.46

Each line ends with the Löwdin charge.
Cartesian coordinates (Å):
C1 2.48716 -2.92600 0.36223  -0.144
C2 2.92893 -2.46143 -1.12595  -0.516
P1 1.64179 -1.33277 -1.99055  0.857
C3 1.16987 -0.03116 -0.62644  -0.391
C4 0.78363 1.42021 -1.29471  -0.145
C5 0.00681 -2.30601 -2.21314  -0.529
O1 -0.06295 -3.54085 -2.04314  0.056
O2 -1.11463 -1.50466 -2.54731  -0.205
C6 -2.31277 -1.89543 -1.83281  -0.251
C7 -2.19058 -1.86359 -0.24096  -0.140
O3 -3.38929 -2.54528 0.25932  -0.151
N1 -3.95038 -1.81614 1.30083  -0.048
O4 -5.00589 -1.42924 0.90231  0.041
H1 2.22493 -2.03807 1.04280  0.066
H2 3.35885 -3.51788 0.82126  0.083
H3 1.57549 -3.62714 0.37491  0.085
H4 3.13833 -3.34663 -1.86015  0.117
H5 3.92675 -1.84044 -1.03461  -0.142
H6 2.09910 0.13078 0.04734  0.030
H7 0.27503 -0.41917 -0.01379  0.085
H8 0.57304 1.33796 -2.41838  0.071
H9 1.62628 2.17122 -1.08645  0.059
H10 -0.15329 1.83103 -0.79323  0.083
H11 -2.74355 -2.89956 -2.17940  0.148
H12 -3.12392 -1.10633 -2.11211  -0.153
H13 -1.30577 -2.43996 0.18453  0.132
H14 -2.19661 -0.77155 0.09190  0.135
F1 -4.31220 -0.34545 2.93611  -0.567
N2 -7.81985 2.03587 5.40725  -0.030
C8 -7.52678 0.91952 6.14622  -0.165
C9 -6.89971 0.01721 5.32035  -0.097
C10 -6.80476 0.61048 4.03695  -0.110
C11 -7.37780 1.85670 4.12027  -0.137
H15 -8.28501 2.85747 5.75388  0.129
H16 -7.79013 0.86360 7.19200  0.090
H17 -6.54667 -0.96160 5.60816  0.094
H18 -6.36447 0.17421 3.15177  0.063
H19 -7.51033 2.62905 3.37777  0.096
Mg1 -3.70586 -0.12998 -3.58534  0.472
C12 4.97870 1.82537 -0.95476  -0.367
C13 4.56596 0.77322 0.07400  -0.551
N3 4.23697 -0.06671 0.89988  0.148
H20 6.04335 2.05326 -0.84924  0.110
H21 4.79355 1.44901 -1.96639  -0.238
H22 4.40038 2.74140 -0.80480  0.096
C14 1.55593 -7.56284 0.09463  -0.626
F2 1.76770 -8.79730 -0.42237  0.093
F3 1.37964 -6.73798 -0.96785  0.084
F4 0.35869 -7.62212 0.72319  0.099
S1 2.93159 -7.00714 1.21604  0.455
O5 4.13192 -7.00084 0.38403  -0.360
O6 2.98038 -7.99674 2.28489  -0.341
O7 2.54474 -5.67510 1.67439  -0.358
Cs1 4.25139 -0.12119 -1.92739  1.896
C15 6.17339 5.37787 -3.24698  -0.131
O8 5.43826 4.41656 -2.49574  -0.146
H23 6.24624 5.03697 -4.28002  0.084
H24 5.65624 6.33872 -3.21824  0.053
H25 7.17826 5.48078 -2.82771  0.078
H26 5.38942 4.74330 -1.58883  0.074
C16 4.14672 8.79366 -2.53754  -0.923
O9 5.11603 8.47859 -3.27835  -0.057
O10 3.71493 10.03927 -2.82125  0.046
O11 3.57124 8.17314 -1.63491  0.033
H27 4.39198 10.13959 -3.52567  0.109
Na1 5.67800 10.16875 -1.50650  0.823
C17 -8.23150 -2.27483 1.06151  -0.938
O12 -8.14766 -1.67341 2.12877  0.218
O13 -8.77292 -1.82626 0.02650  0.228
O14 -7.79229 -3.42598 0.84704  0.240


> Which formula does entry 2 have?

C17H27B3BrFO12